Entry from OMol25: one molecule with the formula C3H4S2 at a distorted geometry (ωB97M-V with the def2-TZVPD basis set).

Its energy above the lowest of the compared OMol25 structures with the same formula, charge and spin is 1.1435 eV. For the calculated total energy, the calculation gives -24844.4978 eV. The total charge is 0. For the gap between HOMO and LUMO, the calculation gives 8.298 eV. Its SMILES is S=C[C@H]1CS1.

Last columns: bonded neighbours and bond lengths (Å).
CARTESIAN COORDINATES (ANGSTROEM)
1 S -1.73 2.14 -0.48  C2 1.621
2 C -0.89 0.75 -0.49  S1 1.621, C3 1.514, H6 1.035
3 C 0.20 0.33 0.47  C2 1.514, C4 1.476, S5 1.829, H7 1.072
4 C 0.59 -1.09 0.34  C3 1.476, S5 1.822, H8 1.132, H9 1.095
5 S 1.81 0.07 -0.37  C3 1.829, C4 1.822
6 H -1.01 0.27 -1.39  C2 1.035
7 H 0.10 0.86 1.40  C3 1.072
8 H 0.03 -1.48 -0.55  C4 1.132
9 H 0.92 -1.84 1.07  C4 1.095